Entry from OMol25: a cluster of 10 separate species, C30H69NO11 in total (ωB97M-V/def2-TZVPD).

```
! RIJCOSX wB97M-V def2-TZVPD def2/J DEFGRID3
* xyz 0 1
H -3.030 4.376 1.610
H 0.187 -1.320 1.151
C -4.008 -0.929 1.697
H -3.301 2.643 2.223
H -3.687 -0.680 -4.772
C 5.506 2.622 1.188
C 2.460 -5.988 -0.562
H -0.013 3.654 -2.093
C 2.112 4.423 -1.791
H -1.135 1.033 -4.368
O 0.198 4.556 -0.365
H -4.389 4.372 -0.652
H -0.446 -0.694 -0.370
H 5.034 -4.072 1.039
O -0.817 -1.091 2.781
H 4.188 4.378 1.633
H 0.019 -2.710 -0.654
N 0.448 -1.000 0.318
C -0.240 -3.323 3.445
H -5.248 -3.090 -3.590
C 3.919 2.980 3.328
H -0.999 5.859 -1.852
C -0.348 -1.851 3.857
H -2.113 -1.083 -4.545
H -2.975 -2.424 -4.991
C -2.967 -1.415 -4.470
C -3.286 -1.938 -3.113
C -4.825 -2.218 1.595
O 2.746 -0.325 1.067
H -4.519 -3.154 -1.911
H 2.799 0.248 -3.245
H 1.881 -5.176 -0.853
H -3.687 -1.189 3.779
H 1.305 -1.790 5.286
H -3.698 -4.023 -2.821
H 4.461 -3.907 -0.604
O -1.493 -0.056 -1.122
C -4.233 -3.089 -2.946
H 6.888 0.736 1.265
H -3.412 -1.041 -2.643
H -4.850 -2.344 0.424
C 6.051 1.521 1.772
H -0.470 4.023 -0.409
H 1.948 -1.571 3.610
C -3.874 -0.393 3.076
H -4.335 -3.158 2.155
H -5.998 -2.081 2.043
H -3.077 0.115 3.300
C 3.668 -5.832 0.466
H 2.728 -6.785 -1.375
C 1.571 -0.055 0.872
H 0.736 -0.505 -3.615
C -0.128 1.478 -4.444
H -1.694 -1.222 2.588
O -1.965 2.524 0.151
C -0.050 5.660 -2.330
O 3.048 -5.976 1.692
C 4.513 3.403 1.984
H 2.497 2.002 -3.915
H -4.649 3.755 1.620
C 1.032 -1.298 4.273
H -0.038 -3.636 4.443
H 0.299 1.532 1.309
C 0.590 4.437 -1.694
H 1.242 1.972 -0.038
C 0.890 0.624 -3.624
C -3.501 4.085 -0.683
H 2.543 5.141 -1.343
H 1.799 1.918 1.590
H 0.040 0.671 -2.003
H 4.556 -6.532 0.236
C -3.625 3.344 1.597
H 0.171 -3.463 2.458
H 1.568 -2.807 0.200
C 0.823 -2.213 -0.371
H -4.861 -0.002 3.400
H 1.226 -1.735 -1.239
H -1.378 -3.687 3.377
H 3.483 -3.421 0.634
C 4.414 1.534 3.802
H 0.042 1.355 -5.539
H -1.090 -1.720 4.731
C 1.118 1.499 0.937
C -3.244 2.898 0.215
C 2.359 0.913 -3.943
H -0.269 5.341 -3.235
H -1.958 1.697 -0.229
H 2.577 0.391 -4.891
C 4.240 -4.273 0.340
O 5.833 2.903 0.014
H 1.513 -6.554 0.123
H -2.354 -0.537 0.353
H 3.155 3.416 3.746
C 5.480 0.906 3.051
H -0.181 2.559 -4.438
H 2.499 3.525 -1.311
H -2.855 4.957 -0.508
H -4.397 -0.060 1.181
O -2.251 -2.294 -2.341
H 2.408 4.376 -2.780
H -3.326 3.803 -1.728
H -2.133 -1.374 -1.984
H -4.072 2.220 0.177
H 0.623 6.552 -2.620
H 3.544 -6.615 2.004
O 4.095 0.917 4.735
H 5.733 -0.027 3.549
O 0.764 1.138 -2.281
O -2.738 -1.221 1.159
H 0.836 -0.193 4.273
H -2.171 0.175 -1.676
*
```

Results
Frontier orbital gap: 7.3 eV
Molar mass: 619.9 g/mol